The following is a quantum chemistry calculation of C21H17Br4N3O2SZn as an isolated structure at a distorted geometry, from the OMol25 dataset.

The calculation puts the HOMO-LUMO gap (spin up / spin down) at 0.100 / 0.100 hartree. The total charge is -2. For the LUMO energy (spin up / spin down), the calculation gives 4.168 / 4.168 eV. For the HOMO energy (spin up / spin down), the calculation gives 1.4 / 1.4 eV.

Each line ends with the Löwdin charge.
Geometry (Å):
Zn1 0.00 0.00 0.00  0.21
Br1 -3.67 5.87 0.00  0.58
C1 -2.23 4.59 0.00  -0.75
C2 -0.89 5.02 0.00  -0.76
Br2 -0.48 6.90 0.00  0.58
C3 0.15 4.07 0.00  -0.61
Br3 2.00 4.61 0.00  0.64
C4 -0.15 2.69 0.00  -0.43
O1 0.62 1.68 0.00  -0.33
C5 -1.46 2.26 0.00  -0.44
O2 -1.49 1.00 0.00  -0.23
C6 -2.51 3.21 0.00  -0.61
Br4 -4.32 2.56 0.00  0.63
N1 0.02 -0.05 1.84  -0.10
C7 0.31 -0.96 2.87  -0.26
C8 0.17 -0.56 4.21  -0.05
C9 0.46 -1.45 5.23  -0.14
C10 0.88 -2.74 4.93  -0.13
C11 1.01 -3.14 3.59  -0.05
C12 0.73 -2.27 2.52  -0.09
C13 0.87 -2.69 1.09  -0.21
C14 1.29 -3.97 0.68  -0.08
C15 1.40 -4.31 -0.68  -0.16
C16 1.10 -3.37 -1.66  -0.15
C17 0.69 -2.10 -1.30  -0.22
C18 0.58 -1.77 0.05  -0.40
H1 -1.02 0.57 2.00  0.21
H2 0.50 1.05 2.00  0.20
H3 -0.15 0.45 4.45  0.10
H4 0.36 -1.14 6.27  0.08
H5 1.10 -3.44 5.73  0.08
H6 1.34 -4.16 3.42  0.09
H7 1.54 -4.73 1.40  0.07
H8 1.73 -5.30 -0.96  0.06
H9 1.19 -3.64 -2.71  0.07
H10 0.44 -1.36 -2.05  0.08
S1 2.24 0.00 0.00  0.97
C19 3.89 0.00 0.00  -0.73
N2 4.69 0.28 1.08  -0.02
C20 6.09 0.19 0.74  -0.19
C21 6.09 -0.19 -0.74  -0.19
N3 4.69 -0.28 -1.08  -0.02
H11 4.31 0.52 1.99  0.13
H12 6.56 -0.57 1.37  0.10
H13 6.56 1.16 0.92  0.10
H14 6.56 -1.16 -0.92  0.10
H15 6.56 0.57 -1.37  0.10
H16 4.31 -0.52 -1.99  0.13
H17 -1.25 -0.91 0.00  0.05